Record 1
The following is a DFT calculation (ωB97M-V/def2-TZVPD) of C21H64O11 as an isolated structure in a non-equilibrium geometry.

Structure (XYZ):
```
96
Properties=species:S:1:pos:R:3:forces:R:3
O -1.536 -2.030 2.957 1.3 -0.2 1.0
H -1.639 -1.525 2.151 -0.6 0.5 0.2
H -2.233 -1.712 3.531 -0.3 0.2 -0.1
O -3.465 -0.568 1.699 -0.9 -0.2 5.9
H -3.635 -0.734 0.772 -0.4 0.5 1.7
H -3.706 0.350 1.826 0.1 0.0 0.2
O -3.260 2.611 1.144 -2.4 2.7 0.9
H -3.495 2.820 0.240 -0.5 0.3 -0.6
H -3.392 3.429 1.622 0.0 0.2 0.4
O -3.459 -0.679 -0.401 -1.5 3.1 -8.2
H -2.708 -0.139 -0.645 1.1 1.1 0.6
H -4.156 -0.405 -0.998 -0.5 0.1 -0.4
C -2.401 -4.658 0.448 -0.6 -0.5 -0.3
C -2.631 -3.128 0.562 2.1 -1.9 -0.3
C -1.406 -2.409 -0.078 -2.2 0.1 1.2
O -3.851 -2.771 0.033 -1.2 -3.5 0.6
H -2.779 -5.254 1.279 -0.3 0.4 0.4
H -1.355 -4.962 0.394 -0.4 0.0 0.0
H -2.932 -5.071 -0.409 0.2 0.1 -0.4
H -2.474 -2.974 1.629 -1.0 0.3 -0.3
H -1.316 -1.345 0.138 -3.2 -1.9 -0.8
H -1.242 -2.485 -1.152 -0.4 -0.4 0.2
H -0.542 -2.716 0.512 -1.0 0.0 -0.6
H -3.760 -1.838 -0.174 -0.2 -2.0 -0.3
C 0.854 -3.867 -0.210 0.3 -1.7 -1.3
C 0.860 -3.500 -1.735 1.0 1.7 1.8
C 1.516 -2.140 -1.977 -1.1 -2.5 0.4
O 1.551 -4.464 -2.464 0.2 -1.3 -0.3
H 1.523 -4.696 0.023 0.4 -0.1 -0.3
H -0.155 -4.254 -0.069 1.1 0.0 0.4
H 1.062 -3.060 0.493 0.2 -0.1 -0.4
H -0.172 -3.353 -2.053 0.1 -0.8 -0.3
H 2.600 -2.245 -1.934 -1.1 -0.4 -1.7
H 1.263 -1.448 -1.174 0.2 -0.4 -0.7
H 1.120 -1.722 -2.903 0.4 -2.2 1.3
H 1.499 -4.260 -3.401 0.0 0.1 -0.1
C 0.176 3.573 4.817 0.2 0.2 -0.4
C 1.113 2.542 5.487 -2.0 0.3 -1.4
C 1.517 1.511 4.472 0.1 -0.5 -0.3
O 2.168 3.263 6.006 1.1 0.1 0.9
H -0.860 3.255 4.698 0.1 0.0 0.0
H 0.593 3.799 3.835 -0.1 -0.3 -0.5
H 0.234 4.564 5.267 -0.4 -0.2 0.8
H 0.539 1.975 6.220 0.4 0.4 0.8
H 2.086 1.912 3.633 0.3 0.3 0.1
H 0.612 1.120 4.007 0.3 -0.3 0.5
H 2.098 0.718 4.942 -0.1 -0.1 -0.1
H 2.363 3.911 5.325 0.4 0.2 0.1
C -2.115 2.925 -3.957 0.4 -1.2 1.5
C -1.674 2.382 -2.551 -0.6 1.7 -0.9
C -1.461 3.512 -1.509 -0.8 -1.2 0.9
O -2.641 1.356 -2.104 1.0 1.4 -0.6
H -3.173 3.189 -3.970 0.2 0.5 0.0
H -2.007 2.045 -4.592 0.1 0.2 -0.6
H -1.403 3.705 -4.225 -0.4 0.1 -0.3
H -0.730 1.881 -2.764 -1.2 1.2 0.9
H -1.418 2.989 -0.554 -0.3 0.4 0.0
H -2.273 4.236 -1.431 -0.2 0.0 -0.4
H -0.537 4.089 -1.484 0.1 -0.2 -0.9
H -2.544 0.716 -2.812 -0.4 -0.4 -0.1
C 1.423 1.334 -1.688 0.2 0.2 0.4
C 1.015 0.999 -3.042 0.3 1.2 -2.6
C 1.645 2.044 -4.072 0.1 -0.6 0.4
O 1.417 -0.323 -3.297 1.2 3.5 -2.3
H 0.932 0.591 -1.059 1.1 0.9 -0.4
H 1.133 2.343 -1.396 0.1 0.0 -0.1
H 2.507 1.237 -1.629 -0.9 0.8 -0.9
H -0.069 0.893 -3.074 0.7 -0.1 -0.7
H 1.841 3.036 -3.666 -0.8 0.2 0.3
H 1.166 2.134 -5.047 -0.3 -0.1 0.1
H 2.677 1.761 -4.277 0.0 -0.7 0.0
H 1.060 -0.532 -4.163 0.2 -0.1 -0.4
C -0.317 1.668 1.789 0.8 -0.2 -0.8
C -0.614 1.001 0.451 -1.5 0.9 1.6
C 0.034 -0.352 0.254 0.7 1.2 0.3
O -2.058 0.871 0.428 4.1 -1.8 -1.7
H -0.287 0.942 2.602 -0.5 0.2 -0.2
H -1.057 2.461 1.892 0.2 -0.1 0.6
H 0.667 2.131 1.710 0.2 0.1 0.3
H -0.342 1.743 -0.300 0.1 -0.7 0.0
H -0.188 -0.696 -0.757 -0.1 0.3 0.1
H -0.350 -1.136 0.906 1.6 1.7 0.8
H 1.124 -0.387 0.274 -1.4 0.4 0.5
H -2.537 1.665 0.678 1.6 -0.7 0.4
C 3.233 -0.032 0.143 0.5 -0.8 0.5
C 3.748 -1.447 -0.145 2.0 1.3 -0.8
C 5.274 -1.419 -0.317 -0.8 0.7 -0.9
O 3.550 -2.205 0.970 -1.2 -1.5 2.3
H 2.270 -0.138 0.643 1.4 0.4 0.3
H 3.069 0.591 -0.736 1.3 -1.0 1.4
H 3.924 0.390 0.873 0.0 0.4 -0.1
H 3.278 -1.908 -1.013 1.2 0.8 1.4
H 5.458 -0.873 -1.243 0.5 -0.2 -0.2
H 5.630 -2.449 -0.348 0.3 0.2 -0.1
H 5.707 -0.827 0.489 0.2 -0.4 0.1
H 3.228 -3.078 0.732 0.0 -0.1 0.1
```
Forces are in eV/Å.

ΔE to the lowest compared entry with this formula, charge and spin: 15.669 eV
Spin multiplicity: 1
Molecular weight: 492.73 g/mol

=====

Record 2
The following is a DFT calculation (ωB97M-V/def2-TZVPD) of one molecule with the formula C5H15N3.

Structure (XYZ):
```
23
Properties=species:S:1:pos:R:3:forces:R:3
C 0.621 2.959 0.817 -0.2 0.0 0.8
N 0.159 1.584 0.910 0.1 -0.3 -0.5
C 1.146 0.646 0.370 -0.1 0.6 0.6
C 0.535 -0.711 0.094 0.4 -0.7 -0.5
C 1.591 -1.637 -0.558 0.0 0.8 0.2
N -0.656 -0.557 -0.736 -0.1 0.2 -0.1
C -1.698 -1.560 -0.611 -0.1 0.3 -0.1
N -2.954 -1.076 -0.045 0.0 -0.2 0.3
H 0.830 3.292 -0.205 0.1 0.1 0.0
H -0.114 3.620 1.282 -0.1 0.0 -0.3
H 1.506 3.063 1.451 0.2 0.0 -0.3
H -0.675 1.458 0.343 0.0 0.1 0.1
H 1.954 0.588 1.099 0.1 -0.3 0.1
H 1.634 1.018 -0.541 -0.2 0.1 -0.3
H 0.232 -1.207 1.021 -0.2 0.4 0.1
H 1.163 -2.606 -0.803 0.1 -0.1 0.0
H 2.447 -1.748 0.111 0.0 -0.2 0.0
H 1.981 -1.149 -1.460 -0.2 -0.2 0.0
H -0.436 -0.342 -1.706 0.1 -0.2 0.3
H -1.909 -1.976 -1.590 -0.1 -0.1 -0.3
H -1.335 -2.378 0.005 -0.1 -0.2 0.1
H -2.956 -1.199 0.960 0.0 0.1 0.0
H -3.066 -0.083 -0.210 0.1 0.0 -0.2
```
Forces are in eV/Å.

ΔE to the lowest compared entry with this formula, charge and spin: 0.979 eV
Spin multiplicity: 1
Molecular weight: 117.20 g/mol

=====

Record 3
The following is a DFT calculation (ωB97M-V/def2-TZVPD) of C45H50F3N6O5RbS as an isolated structure in a non-equilibrium geometry.

Structure (XYZ):
```
111
Properties=species:S:1:pos:R:3:forces:R:3
Rb -0.822 0.123 0.222 0.8 0.1 1.2
C 1.052 -1.669 3.926 -0.1 0.2 0.4
C -0.455 -1.677 3.608 0.3 -0.1 0.1
N -0.755 -2.018 2.248 -0.9 -0.1 0.3
C -0.534 -3.377 1.825 0.2 0.0 0.1
C 0.889 -3.522 1.231 -0.1 0.2 0.1
N 1.245 -2.266 0.624 0.3 -0.3 -0.6
C 2.583 -1.780 0.810 0.0 0.0 0.3
C 2.913 -1.499 2.295 0.3 0.1 -0.1
N 1.895 -0.844 3.088 -0.3 0.1 -0.3
H 1.424 -2.698 3.934 0.0 0.0 0.0
H 1.145 -1.300 4.965 -0.2 -0.3 0.0
H -0.840 -0.670 3.782 -0.1 0.0 0.1
H -0.937 -2.366 4.341 0.1 0.2 -0.1
H -1.664 -1.680 1.963 -0.1 -0.2 0.2
H -1.260 -3.615 1.046 -0.1 0.0 0.0
H -0.674 -4.098 2.653 -0.1 0.0 -0.1
H 0.898 -4.373 0.530 0.1 0.1 0.1
H 1.596 -3.765 2.030 0.0 0.0 0.0
H 0.981 -2.220 -0.366 0.2 0.0 0.0
H 2.641 -0.839 0.262 0.1 0.0 -0.1
H 3.375 -2.456 0.417 -0.1 0.2 0.0
H 3.810 -0.859 2.320 0.0 -0.3 -0.1
H 3.190 -2.436 2.795 0.0 0.1 0.0
H 1.350 -0.202 2.513 0.0 0.1 0.1
O -0.177 0.763 -2.090 0.1 0.1 -0.7
C -0.643 1.630 -3.069 -0.4 0.6 -0.3
C -2.035 2.152 -2.635 0.4 -0.1 0.2
C -2.236 2.654 -1.226 -0.6 0.1 -0.2
C -3.535 2.529 -0.724 0.0 0.1 0.1
C -3.807 2.999 0.546 0.0 0.0 -0.2
C -2.768 3.531 1.282 0.0 0.1 0.0
C -1.488 3.590 0.725 -0.5 0.0 0.3
C -0.376 4.073 1.576 0.6 -0.5 0.3
C 0.761 2.930 1.885 0.2 1.6 0.3
O 0.344 1.694 1.759 -0.1 -0.4 0.3
C 2.003 3.259 1.024 0.0 -0.2 -0.2
C 3.260 2.898 1.505 0.0 -0.1 -0.1
C 4.413 3.266 0.837 0.1 -0.1 0.1
C 4.333 3.994 -0.339 0.1 0.0 -0.1
C 3.088 4.290 -0.865 0.2 0.1 -0.1
C 1.934 3.903 -0.206 0.0 0.0 0.2
C 1.187 3.297 3.335 0.0 -0.3 -0.1
C 1.770 4.521 3.644 -0.1 0.0 0.1
C 2.155 4.804 4.941 0.0 0.2 0.0
C 1.971 3.866 5.945 0.1 0.0 0.3
C 1.412 2.636 5.638 0.0 0.0 0.2
C 1.024 2.356 4.341 -0.1 0.0 -0.3
N -1.252 3.196 -0.528 0.5 0.0 0.0
C -0.975 0.914 -4.382 0.1 -0.2 0.0
C -1.419 -0.403 -4.333 0.0 0.1 -0.1
C -1.850 -1.028 -5.489 -0.1 0.0 -0.1
C -1.857 -0.348 -6.698 0.0 0.0 -0.1
C -1.408 0.960 -6.749 -0.1 0.1 -0.1
C -0.969 1.587 -5.597 0.1 0.1 0.1
C 0.410 2.691 -3.364 0.0 0.1 0.1
C 0.138 4.040 -3.546 -0.1 -0.2 0.1
C 1.126 4.912 -3.976 0.1 0.2 -0.1
C 2.408 4.449 -4.219 0.0 0.1 -0.1
C 2.697 3.112 -3.988 0.1 0.0 -0.1
C 1.714 2.240 -3.564 -0.1 0.1 0.0
H -2.701 1.290 -2.721 -0.1 0.1 -0.2
H -2.385 2.904 -3.353 0.0 -0.1 0.0
H -4.300 2.047 -1.311 0.0 0.0 -0.1
H -4.812 2.953 0.950 0.0 -0.1 0.0
H -2.943 3.920 2.276 0.1 -0.1 0.1
H -0.796 4.370 2.538 0.0 0.1 -0.1
H 0.129 4.930 1.139 -0.1 0.2 0.0
H 3.330 2.339 2.426 0.0 0.0 0.1
H 5.378 2.996 1.244 0.1 0.0 0.0
H 5.234 4.311 -0.850 0.0 0.0 0.0
H 3.015 4.832 -1.797 0.0 0.0 0.0
H 0.975 4.108 -0.656 -0.1 0.0 0.0
H 1.936 5.244 2.856 0.0 0.1 0.0
H 2.606 5.761 5.172 0.0 0.1 0.0
H 2.270 4.096 6.961 0.0 0.0 0.0
H 1.288 1.891 6.415 0.0 0.0 0.0
H 0.604 1.403 4.057 0.0 -0.1 0.0
H -1.441 -0.928 -3.390 0.0 -0.1 0.1
H -2.190 -2.050 -5.442 0.0 -0.2 0.0
H -2.207 -0.834 -7.599 0.0 -0.1 0.0
H -1.402 1.502 -7.686 0.0 0.0 -0.1
H -0.615 2.608 -5.640 0.0 0.0 0.0
H -0.851 4.422 -3.350 -0.2 0.0 0.0
H 0.892 5.958 -4.130 0.0 0.0 0.0
H 3.177 5.130 -4.571 0.0 0.0 0.1
H 3.702 2.748 -4.148 0.1 -0.1 0.0
H 1.939 1.195 -3.401 0.0 -0.1 0.0
C 1.960 -0.966 -5.550 -0.2 0.0 0.1
C 1.476 -1.731 -4.358 0.2 -0.1 0.0
C 1.034 -3.050 -4.301 0.1 0.0 -0.1
C 0.662 -3.220 -2.964 0.0 0.0 -0.1
N 0.895 -2.094 -2.291 -0.4 -0.4 0.3
N 1.380 -1.173 -3.143 0.4 0.2 -0.4
C 0.045 -4.408 -2.297 0.2 0.1 -0.1
H 2.198 -1.652 -6.365 0.0 0.0 0.0
H 2.849 -0.380 -5.306 0.0 0.0 0.0
H 1.187 -0.275 -5.896 0.0 0.1 -0.1
H 0.993 -3.766 -5.109 -0.1 0.0 0.0
H 0.408 0.066 -2.500 0.2 0.0 -0.1
H -0.556 -4.974 -3.010 0.0 0.0 0.1
H -0.600 -4.062 -1.491 -0.1 -0.1 0.1
H 0.806 -5.077 -1.883 -0.1 -0.1 0.0
F -3.630 -3.828 -0.329 0.2 0.1 0.1
C -4.294 -2.832 -0.943 0.0 0.1 0.1
F -5.546 -2.855 -0.434 0.1 0.3 0.1
F -4.414 -3.193 -2.232 0.1 0.2 -0.1
S -3.408 -1.154 -0.744 -2.3 -1.9 -0.4
O -3.434 -0.966 0.688 0.1 0.2 0.4
O -4.270 -0.289 -1.506 0.0 0.2 -0.1
O -2.131 -1.454 -1.310 0.3 -0.5 -0.7
```
Forces are in eV/Å.

ΔE to the lowest compared entry with this formula, charge and spin: 1.685 eV
Spin multiplicity: 1
Net charge: -2
Molecular weight: 929.46 g/mol

=====

Record 4
The following is a DFT calculation (ωB97M-V/def2-TZVPD) of one molecule with the formula C3H8N4 in a non-equilibrium geometry.

Structure (XYZ):
```
15
Properties=species:S:1:pos:R:3:forces:R:3
C 2.109 -0.076 2.054 1.6 5.2 -0.8
N 1.429 -1.168 1.682 -2.1 -3.5 0.1
C 0.521 -1.184 0.815 2.5 -1.6 -2.8
N 0.446 -0.146 -0.180 -4.1 -0.1 -0.3
C -0.745 -0.276 -0.801 3.8 -1.4 2.0
N -1.160 0.763 -1.564 -2.2 2.1 -0.2
N -2.389 0.893 -2.346 2.4 -1.8 0.6
H 2.038 0.077 3.095 -0.8 0.5 1.5
H 1.870 0.927 1.478 0.2 -1.7 1.1
H 3.190 -0.124 2.044 0.5 -0.8 -0.8
H 0.194 -2.269 0.442 -0.1 2.2 1.1
H -1.078 -1.309 -0.530 -1.6 1.1 -1.5
H -0.966 1.621 -1.004 0.1 -0.7 -1.1
H -2.239 1.132 -3.319 0.0 0.1 0.7
H -3.221 1.139 -1.867 -0.3 0.4 0.3
```
Forces are in eV/Å.

ΔE to the lowest compared entry with this formula, charge and spin: 4.322 eV
Spin multiplicity: 1
Molecular weight: 100.13 g/mol

=====

Number 1: HOMO energy -8.06 eV, gap between HOMO and LUMO 7.72 eV, lowest unoccupied orbital energy -0.33 eV. Number 2: HOMO energy -8.67 eV, gap between HOMO and LUMO 9.77 eV, lowest unoccupied orbital energy 1.11 eV. Number 3: HOMO energy -2.71 eV, gap between HOMO and LUMO 6.51 eV, lowest unoccupied orbital energy 3.80 eV. Number 4: HOMO energy -8.75 eV, gap between HOMO and LUMO 9.59 eV, lowest unoccupied orbital energy 0.83 eV.